The following is a quantum chemistry calculation of a 5-piece molecular cluster, C15H29Br8F3N4O2P overall, from the Open Molecules 2025 dataset.

Last column: Löwdin charge in e.
Atoms and positions in Å:
P: -1.2655 4.5655 -0.6996  0.492
N: 1.3123 3.7410 -0.2830  0.116
F: -0.4684 1.2193 2.5083  0.049
H: 0.1375 -2.9218 8.7455  0.060
N: 0.9206 2.1431 -1.8374  0.193
C: 1.6760 1.9478 2.8935  -0.304
F: 2.8471 1.5313 3.3455  0.156
Br: 0.6907 -0.1933 -4.5602  0.613
H: 1.4115 1.2851 -2.0770  0.134
C: -1.1172 -1.5317 7.7027  -0.687
O: -2.4458 4.4229 0.3789  -0.126
H: -0.0875 5.9844 0.4350  0.089
C: 1.6701 3.1672 -1.4955  -0.318
C: -0.0424 0.6574 -0.1400  -0.127
C: 1.8638 -3.4113 3.7030  -0.656
H: -1.1540 1.9210 -1.4043  0.094
H: -2.1156 -5.2622 -7.2973  0.053
C: -1.5222 -4.9073 -5.2459  -0.687
H: -0.8416 -0.7398 8.3952  0.061
H: -1.7085 1.5043 -4.2638  0.045
H: 0.0456 -0.1300 -0.8924  0.104
C: -0.1970 1.9831 -0.8892  -0.266
N: -1.6462 4.3491 -2.1711  -0.135
C: -0.0681 3.2968 -0.0933  -0.271
H: -1.0543 0.0364 -6.2951  0.070
H: 1.9459 3.4640 0.4659  0.152
H: -2.8333 5.2821 0.5909  0.094
H: -3.3871 -5.5349 -6.0875  0.061
C: -2.5354 -4.9160 -6.3587  -0.680
H: 1.7334 -3.5109 4.7784  0.032
Br: -2.5267 -0.3050 -2.7686  0.657
Br: -1.2352 -0.7004 5.9506  0.595
H: -0.3650 3.1008 0.9375  0.126
C: 1.1619 0.5656 0.8151  -0.137
H: 2.0132 1.0982 0.3870  0.113
H: -0.9800 0.4751 0.3810  0.129
H: 3.8536 -2.5655 3.6218  0.050
C: 0.8399 1.2235 2.1355  -0.307
H: -1.8519 -4.3258 -4.3906  0.049
H: 2.3466 4.2201 -3.0894  0.129
Br: 3.5723 -3.6690 1.4159  0.610
H: 0.8449 -2.3032 7.2382  0.043
H: -1.3627 -1.3791 -5.2739  -0.022
H: -2.1107 -1.8959 7.9423  0.053
N: 2.6477 3.6623 -2.3061  0.181
Br: -0.6615 -4.2256 6.8028  0.622
C: -2.0902 0.5113 -4.4835  -0.661
Br: 0.1841 -4.1605 -5.8099  0.619
H: 1.4179 -0.4872 0.9263  0.050
C: 3.3217 -3.4665 3.3342  -0.689
C: -1.1162 -0.3226 -5.2705  -0.689
Br: 1.0845 -1.6929 3.2276  0.742
H: -3.0335 0.5938 -5.0180  0.065
H: 1.2732 -4.1690 3.1991  0.058
F: 1.4347 3.1949 3.3012  0.136
H: -1.3031 -5.9250 -4.9319  0.060
H: 3.6231 3.4384 -2.2186  0.119
Br: -3.2716 -3.1468 -6.6989  0.632
C: -0.0739 -2.6175 7.7232  -0.696
H: -2.6364 4.1964 -2.3126  0.007
H: 3.7957 -4.3326 3.7897  0.063
O: -0.5608 5.9675 -0.4081  -0.120

multiplicity = 1
HOMO = -11.68 eV
total charge = +1
total energy = -22191.2670 a.u.
maximum force = 1.5 eV Å⁻¹